(1)
ORCA calculation (ωB97M-V with the def2-TZVPD basis set) on a 2-piece molecular cluster, C5H14 overall at a distorted geometry.

XYZ file:
```
19
Properties=species:S:1:pos:R:3:nbo_charge:R:1
C 0.272 1.839 0.085 -0.605
C 1.330 0.765 0.313 -0.390
C 2.393 0.713 -0.787 -0.610
H -0.477 1.702 0.858 0.210
H -0.119 1.777 -0.937 0.198
H 0.714 2.836 0.120 0.201
H 1.799 0.980 1.276 0.191
H 0.836 -0.199 0.420 0.191
H 1.902 0.509 -1.734 0.204
H 2.895 1.693 -0.853 0.198
H 3.224 0.065 -0.506 0.211
C -2.070 -0.876 0.273 -0.608
C -1.784 -2.366 0.182 -0.607
H -3.117 -0.644 0.447 0.204
H -1.477 -0.442 1.077 0.199
H -1.844 -0.313 -0.640 0.204
H -0.722 -2.553 0.058 0.202
H -2.286 -2.823 -0.680 0.201
H -2.140 -2.915 1.053 0.204
```

Output
SMILES string: CCC.CC
relative energy (zero: lowest compared OMol25 entry of this formula, charge and spin): 14.5 kJ/mol
orbital gap: 12.55 eV

=====

(2)
ORCA calculation (ωB97M-V with the def2-TZVPD basis set) on C28H19N5O4Pt as an isolated structure at a distorted geometry.

XYZ file:
```
57
Properties=species:S:1:pos:R:3:nbo_charge:R:1
Pt 0.040 0.571 -0.327 1.479
O -0.504 -3.609 -0.356 -0.589
C -0.564 -2.314 -0.361 0.811
O 0.446 -1.621 -0.568 -0.609
C -1.887 -1.718 -0.093 0.030
C -3.063 -2.384 0.172 -0.140
C -4.201 -1.631 0.496 -0.128
C -4.124 -0.248 0.547 -0.139
C -2.886 0.322 0.255 0.123
N -1.846 -0.387 -0.074 -0.459
C -2.578 1.810 0.309 0.734
O -3.483 2.581 0.411 -0.478
O -1.273 2.086 0.248 -0.617
H 0.411 -3.919 -0.487 0.536
H -3.074 -3.466 0.135 0.269
H -5.138 -2.122 0.726 0.266
H -4.968 0.376 0.809 0.283
C 0.267 -0.135 3.910 -0.237
C 1.390 0.610 4.257 -0.086
C 2.082 1.291 3.275 -0.206
C 1.642 1.238 1.961 0.242
N 0.552 0.500 1.642 -0.442
C -0.118 -0.171 2.594 0.062
C 2.288 1.883 0.819 -0.171
C 3.312 2.819 0.915 -0.138
C 3.901 3.311 -0.239 -0.187
C 3.492 2.856 -1.483 -0.152
C 2.466 1.919 -1.590 -0.269
C 1.826 1.498 -0.442 -0.050
H -0.297 -0.682 4.651 0.257
H 1.725 0.649 5.285 0.256
H 2.971 1.855 3.519 0.253
H -0.976 -0.751 2.286 0.205
H 3.646 3.170 1.882 0.231
H 4.714 4.020 -0.165 0.246
H 3.968 3.230 -2.379 0.241
H 2.181 1.548 -2.565 0.220
N 0.892 -2.249 -10.524 -0.214
C 0.610 -1.796 -9.507 0.233
C 0.272 -1.236 -8.224 -0.132
C -0.022 0.119 -8.109 -0.132
C -0.298 0.663 -6.867 -0.227
C -0.286 -0.155 -5.749 0.202
C -0.031 -1.513 -5.858 -0.252
C 0.256 -2.055 -7.097 -0.125
N -0.520 0.421 -4.450 -0.320
C -1.272 1.544 -4.178 -0.036
C -1.192 1.760 -2.843 -0.075
N -0.391 0.776 -2.303 -0.499
C -0.003 -0.015 -3.296 0.207
H -0.024 0.744 -8.991 0.255
H -0.501 1.722 -6.781 0.234
H -0.077 -2.154 -4.988 0.218
H 0.465 -3.111 -7.199 0.249
H -1.818 2.079 -4.936 0.261
H -1.629 2.547 -2.252 0.263
H 0.662 -0.856 -3.197 0.241
```

Output
net charge: +2
relative energy (zero: lowest compared OMol25 entry of this formula, charge and spin): 0.0 kJ/mol
orbital gap: 6.16 eV

=====

(3)
ORCA calculation (ωB97M-V with the def2-TZVPD basis set) on C23H12BrN3O9Ru as an isolated structure at a distorted geometry.

XYZ file:
```
49
Properties=species:S:1:pos:R:3:nbo_charge:R:1
Ru 0.251 -0.405 0.500 1.139
O -1.368 -1.544 -0.378 -0.588
C -1.389 -1.823 -1.580 0.467
C -0.565 -1.327 -2.639 -0.336
C -0.842 -1.846 -3.910 -0.090
C -0.176 -1.404 -5.019 -0.028
C 0.804 -0.394 -4.909 -0.151
C 1.090 0.137 -3.694 -0.289
C 0.443 -0.304 -2.490 0.485
O 0.785 0.246 -1.404 -0.601
N -0.491 -1.966 -6.313 0.524
O -1.350 -2.831 -6.382 -0.412
O 0.125 -1.549 -7.283 -0.410
H -2.168 -2.530 -1.904 0.135
H -1.601 -2.610 -4.022 0.237
H 1.311 -0.057 -5.802 0.239
H 1.836 0.910 -3.577 0.229
N 6.422 6.747 3.727 -0.349
C 5.704 5.925 3.362 0.297
C 4.809 4.901 2.906 -0.219
C 5.275 3.603 2.698 -0.158
C 4.413 2.621 2.254 -0.226
C 3.063 2.907 2.009 0.022
C 2.607 4.214 2.228 -0.233
C 3.467 5.200 2.666 -0.150
C 2.180 1.889 1.551 -0.111
C 1.460 0.991 1.163 -0.142
H 6.315 3.373 2.886 0.221
H 4.768 1.613 2.090 0.232
H 1.565 4.438 2.044 0.224
H 3.108 6.207 2.831 0.218
Br -5.744 0.880 6.482 0.040
C -4.401 0.618 5.166 -0.064
C -3.422 -0.338 5.383 -0.249
C -2.445 -0.526 4.419 -0.168
C -2.455 0.240 3.259 -0.087
C -3.442 1.196 3.060 -0.171
C -4.426 1.389 4.016 -0.251
C -1.402 0.031 2.236 0.744
O -1.315 0.785 1.222 -0.617
O -0.562 -0.909 2.348 -0.609
H -3.425 -0.925 6.291 0.227
H -1.667 -1.265 4.553 0.245
H -3.427 1.783 2.152 0.241
H -5.202 2.127 3.872 0.226
O 2.542 -1.798 1.688 -0.434
N 2.226 -2.509 0.750 0.726
O 2.782 -3.547 0.445 -0.440
O 1.316 -2.063 -0.087 -0.534
```

Output
net charge: -1
spin multiplicity: 2
relative energy (zero: lowest compared OMol25 entry of this formula, charge and spin): 0.0 kJ/mol
orbital gap (alpha / beta): 7.73 / 7.21 eV

=====

(4)
ORCA calculation (ωB97M-V with the def2-TZVPD basis set) on a 2-piece molecular cluster, C4H6NO2 overall at a distorted geometry.

XYZ file:
```
13
Properties=species:S:1:pos:R:3:nbo_charge:R:1
C 2.471 -0.473 0.168 -0.328
C 1.252 -1.143 0.006 0.092
C 2.146 0.857 0.044 0.221
C -3.387 0.419 -0.015 0.354
N 0.315 -0.243 -0.204 -0.157
O 0.851 0.989 -0.174 -0.187
O -2.379 -0.240 -0.005 -0.579
H 3.435 -0.901 0.355 0.282
H 1.042 -2.196 0.031 0.273
H 2.743 1.751 0.094 0.260
H -3.407 1.457 -0.371 0.136
H -4.346 0.012 0.325 0.148
H -0.737 -0.290 -0.255 0.484
```

Output
net charge: +1
relative energy (zero: lowest compared OMol25 entry of this formula, charge and spin): 136.1 kJ/mol
orbital gap: 10.46 eV

=====

(5)
ORCA calculation (ωB97M-V with the def2-TZVPD basis set) on CIN4 as an isolated structure at a distorted geometry.

XYZ file:
```
6
Properties=species:S:1:pos:R:3:nbo_charge:R:1
C -0.190 0.417 0.640 0.138
N 0.040 0.998 -0.430 -0.214
N 0.118 -1.328 -0.141 0.127
N 0.585 0.369 -1.391 0.092
N 0.453 -0.840 -1.153 0.129
I -1.006 0.384 2.476 0.729
```

Output
net charge: +1
relative energy (zero: lowest compared OMol25 entry of this formula, charge and spin): 220.5 kJ/mol
orbital gap (alpha / beta): 6.60 / 6.40 eV